19
Properties=species:S:1:pos:R:3:forces:R:3 method="wB97M-V/def2-TZVPD" total_charge=-1 fmax_ev_per_a=2.6 homo_energy_ev=-4.06 homo_lumo_gap_ev=8.11 de_lowest_ev=1.607
O 0.74531 1.23501 0.72729 0.61 0.56 0.46
O -0.24277 3.26968 -0.98997 1.05 -1.62 0.60
O 2.50085 0.67576 -0.97694 -0.95 -0.07 0.45
N -1.22674 0.06812 0.62426 0.04 -0.44 -1.00
C -1.51460 -1.26771 0.19032 0.65 -1.68 0.74
C 0.11432 0.22867 1.37111 -0.41 -0.30 -2.53
C -0.34927 -2.06445 -0.45169 -0.14 -1.62 0.75
H -1.74153 -1.87974 1.12797 -0.52 0.67 -1.23
H 3.03371 1.44183 -0.74590 -0.01 -0.04 0.01
H 0.40867 -1.45933 -0.87600 1.25 0.90 0.37
H -0.60477 -2.62157 -1.35096 -0.82 -0.39 0.02
H 0.82279 -0.73038 1.32670 -1.81 1.33 0.60
H -0.37914 0.48712 2.29267 1.09 -0.04 1.52
H 0.12748 2.44383 -1.36265 -0.38 0.48 -1.35
H 0.00547 -2.83482 0.30337 0.25 1.03 -1.08
H 0.09756 2.87036 -0.14769 -0.61 0.93 0.86
H -2.28681 -1.33036 -0.57587 -0.71 0.38 0.57
H 1.65846 0.78850 -0.28268 1.12 0.22 -0.43
H -1.16899 0.67948 -0.20332 0.29 -0.29 0.65


19
Properties=species:S:1:pos:R:3:forces:R:3 method="wB97M-V/def2-TZVPD" total_charge=+1 fmax_ev_per_a=1.6 homo_energy_ev=-14.81 homo_lumo_gap_ev=11.73 de_lowest_ev=0.484
O -0.52224 -0.04478 1.84885 0.17 -0.21 -0.45
O 1.16705 -2.56430 0.09517 0.23 -0.39 0.40
O 1.27747 0.88544 -1.62294 -0.33 -0.15 0.34
N -0.51841 -0.67130 -0.60261 -0.89 -0.49 -0.49
C -0.78288 0.76168 -0.33759 0.53 1.12 0.37
C 0.56523 1.48067 -0.51634 1.02 -0.14 -1.20
C -1.29796 0.90218 1.08749 0.72 -0.66 1.19
H -0.54017 0.10514 2.79757 -0.22 0.25 -0.03
H 0.91379 -3.49117 -0.00086 -0.01 0.04 -0.08
H 0.06556 -1.07216 0.16133 -0.08 -0.11 -0.53
H -2.34332 0.64297 1.20983 -0.33 0.20 -0.25
H -0.07179 -0.82260 -1.51244 0.65 0.39 0.39
H -1.47056 1.20714 -1.05482 -0.25 -0.48 -0.07
H -1.08350 1.88604 1.50595 -0.33 0.26 -0.46
H 0.50462 2.53175 -0.76820 -0.79 0.33 0.35
H 1.80842 -2.58492 0.81907 0.01 0.10 -0.15
H 1.22847 1.43395 0.34273 -0.14 -0.45 0.20
H -1.35779 -1.25171 -0.67687 -0.18 0.27 0.50
H 0.92661 1.25458 -2.44154 0.22 0.13 -0.03


20
Properties=species:S:1:pos:R:3:forces:R:3 method="wB97M-V/def2-TZVPD" total_charge=+1 fmax_ev_per_a=6.5 homo_energy_ev=-13.59 homo_lumo_gap_ev=9.87 de_lowest_ev=2.828
O 1.01865 2.94126 -1.29752 -1.68 -3.29 -2.56
O -2.64016 -0.78351 5.48155 -1.53 0.64 2.54
O 0.72344 1.75450 0.57552 0.82 -0.58 0.64
O 0.31466 -2.62474 0.81431 1.66 1.31 1.80
N -0.14855 -0.61688 -0.88080 -2.55 0.73 0.78
C 0.17289 0.70582 -1.50490 2.89 1.66 -1.87
C 0.78020 1.81710 -0.61494 -2.33 0.34 0.95
C 1.21354 0.63559 -2.69763 -3.15 5.02 -2.78
H 1.81386 1.64629 -3.02792 -1.78 -2.23 1.71
H -3.03522 -0.43393 6.35513 1.42 -0.13 -1.85
H -0.18698 -0.61091 0.21300 0.35 -0.03 -2.16
H -3.27084 -1.50681 5.42273 0.11 -0.52 -0.71
H -0.77829 1.05295 -1.85774 -0.20 0.69 -0.32
H 0.81043 -2.50042 1.69876 -1.31 -0.65 -2.05
H 0.51107 -1.37323 -1.18324 -1.11 0.48 0.41
H -0.23626 -3.39323 0.88368 -0.31 -0.73 0.41
H -1.23072 -0.70217 -1.22044 3.49 -0.98 1.16
H 1.91773 -0.03534 -2.62396 3.70 -3.89 1.00
H 0.74232 0.46648 -3.68053 -0.30 -0.38 0.54
H 1.50824 3.56119 -0.85506 1.81 2.54 2.37


18
Properties=species:S:1:pos:R:3:forces:R:3 method="wB97M-V/def2-TZVPD" total_charge=+1 fmax_ev_per_a=2.7 homo_energy_ev=-12.49 homo_lumo_gap_ev=9.08 de_lowest_ev=2.376
S -0.56091 -1.86394 -1.75996 0.45 -1.33 -0.09
O -1.85618 1.44280 0.80285 0.29 -0.64 0.36
N 1.09841 -0.77854 1.60285 0.30 1.55 0.72
C -0.15139 -0.13019 -1.76857 1.53 0.28 0.62
C 0.46211 0.31498 0.61740 -1.45 0.30 2.30
C 1.04323 0.11258 -0.73667 -0.78 -0.32 -1.97
H 0.51164 1.39035 0.97469 1.08 -1.50 0.36
H 1.58072 -1.48225 1.03692 0.46 0.39 0.33
H -1.88379 -2.04760 -1.60693 -0.01 0.81 -0.10
H 1.77800 -0.72322 -0.63926 -0.50 0.58 -0.98
H 0.56709 -1.31264 2.28493 -1.53 -0.10 -0.64
H 0.27330 0.26835 -2.70907 -0.89 -0.68 0.03
H -0.64666 0.21821 0.81822 1.60 -0.71 -1.22
H -2.72728 1.15357 1.09029 -0.32 1.26 -0.49
H -1.67310 2.28822 0.38830 -1.36 0.24 0.20
H 1.51278 0.95927 -1.29325 0.29 -0.26 1.60
H 1.64393 -0.28300 2.31625 1.17 -0.13 -0.84
H -0.97190 0.47306 -1.41899 -0.32 0.27 -0.19